# 1
Molecular formula: C4H4OS
Method: DFT, ωB97M-V/def2-TZVPD

The structure (SMILES) is C#C[C@@H](O)C=S. As for the relative energy (zero: lowest compared OMol25 entry of this formula, charge and spin): 284.3 kJ/mol. As for the net charge: 0. The calculation puts the frontier orbital gap at 8.509 eV. The calculation puts the largest force on an atom at 2.54 eV Å⁻¹. The HOMO energy is -0.3341 hartree.

Geometry as XYZ:
```
10
C4H4OS ωB97M-V/def2-TZVPD
C 1.2860 0.3021 -2.3687
C 0.6555 -0.2093 -1.4718
C -0.1533 -0.6982 -0.3249
O 0.2486 -1.9873 -0.0622
C 0.0691 0.2170 0.8098
S -1.0060 1.2430 1.4422
H 1.8852 0.7354 -3.1881
H -1.2177 -0.6420 -0.4889
H 1.2316 -1.9205 -0.0793
H 1.0649 0.1689 1.3120
```

Atom charges from the natural (NBO) analysis, given in e for atoms 1 to 4:
1. C -0.2099
2. C -0.0553
3. C -0.0628
4. O -0.6601

# 2
Molecular formula: C21H31Cl2N2NdO3
Method: DFT, ωB97M-V/def2-TZVPD

As for the net charge: +2. The calculation puts the frontier orbital gap (alpha / beta) at 7.370 / 7.427 eV. The calculation puts the largest force on an atom at 1.23 eV Å⁻¹. The multiplicity is 4. The HOMO energy (alpha / beta) is -0.5162 / -0.5162 hartree. As for the expectation value of S²: 3.753.

Geometry as XYZ:
```
60
C21H31Cl2N2NdO3 ωB97M-V/def2-TZVPD
Nd 0.0828 0.2106 -0.0616
C 2.2410 2.3689 1.6545
C 0.9397 3.1869 1.7943
C 0.8662 4.3559 0.8176
C -0.2815 2.2765 1.7566
C -1.3104 2.4121 0.8261
C -2.4848 1.6667 0.9357
C -2.6689 0.7532 1.9676
C -3.9857 0.0539 2.1786
C -1.6053 0.5644 2.8559
C -0.4342 1.3041 2.7484
H 3.0754 3.0012 1.3480
H 2.1608 1.5589 0.9254
H 2.5208 1.8825 2.5885
H 0.9456 3.6179 2.7974
H 0.8345 4.0365 -0.2280
H 1.7390 4.9970 0.9444
H -0.0176 4.9713 0.9957
H -1.2669 3.2010 0.0854
H -3.2962 1.8539 0.2426
H -4.5200 0.5229 3.0081
H -3.8480 -0.9963 2.4415
H -4.6279 0.1193 1.3012
H -1.7273 -0.1177 3.6910
H 0.3351 1.1877 3.5023
Cl 4.6794 -5.6905 -1.0974
C 3.5048 -4.4338 -1.1024
C 2.8429 -4.1145 -2.2985
C 1.8891 -3.1223 -2.3364
Cl 1.1039 -2.7212 -3.8246
C 1.5403 -2.4068 -1.1826
O 0.6048 -1.4803 -1.2255
C 2.2461 -2.7126 0.0040
C 2.0397 -1.9942 1.2094
O 1.2489 -1.0317 1.3747
C 3.2180 -3.7384 0.0322
H 3.0883 -4.6595 -3.2027
H 2.6393 -2.2955 2.0720
H 3.7341 -3.9670 0.9586
C -1.3666 0.8206 -2.8943
C -2.4120 -0.1242 -2.3523
O -2.0156 -0.5274 -1.0224
C -2.7058 -1.7011 -0.5247
C -1.8790 -2.3552 0.5619
H -1.6605 1.1836 -3.8784
H -0.4178 0.2917 -3.0131
H -1.2478 1.7030 -2.2591
H -2.4762 -1.0128 -2.9777
H -3.3940 0.3446 -2.3036
H -2.8517 -2.3898 -1.3531
H -3.6809 -1.3914 -0.1550
H -1.0268 -2.8831 0.1435
H -2.4915 -3.0758 1.1033
H -1.5347 -1.6284 1.3000
N 2.3685 0.6561 -1.5098
N 1.5944 1.8645 -1.6808
H 3.3670 0.8250 -1.5777
H 2.1286 0.0286 -2.2700
H 1.5741 2.1525 -2.6545
H 2.0827 2.5984 -1.1803
```

Atom charges from the Löwdin analysis, given in e for atoms 1 to 4:
1. Nd 1.9527
2. C -0.0476
3. C -0.3496
4. C -0.0567

# 3
Molecular formula: C4H3NO3
Method: DFT, ωB97M-V/def2-TZVPD

The structure (SMILES) is O=c1ncocc1O. As for the relative energy (zero: lowest compared OMol25 entry of this formula, charge and spin): 351.8 kJ/mol. As for the net charge: 0. The calculation puts the frontier orbital gap at 8.871 eV. The calculation puts the largest force on an atom at 6.05 eV Å⁻¹. The HOMO energy is -0.3407 hartree.

Geometry as XYZ:
```
11
C4H3NO3 ωB97M-V/def2-TZVPD
O -1.6340 -1.5194 -0.2117
C -0.5664 -0.9556 -0.1066
N 0.6190 -1.6590 0.0448
C 1.5850 -0.7554 0.2161
O 1.4545 0.5877 -0.2277
C 0.4229 1.3546 -0.1427
C -0.7355 0.5896 -0.1330
O -2.1111 0.8407 0.2586
H 2.8134 -0.8354 0.4715
H 0.6016 2.4017 -0.0165
H -2.4493 -0.0496 -0.1531
```

Atom charges from the natural (NBO) analysis, given in e for atoms 1 to 4:
1. O -0.5729
2. C 0.5680
3. N -0.4709
4. C 0.4284

# 4
Molecular formula: C30H45AuNO3P2S
Method: DFT, ωB97M-V/def2-TZVPD

As for the relative energy (zero: lowest compared OMol25 entry of this formula, charge and spin): 270.1 kJ/mol. As for the net charge: +1. The calculation puts the frontier orbital gap (alpha / beta) at 6.153 / 4.620 eV. The calculation puts the largest force on an atom at 4.40 eV Å⁻¹. The multiplicity is 3. The HOMO energy (alpha / beta) is -0.3332 / -0.3337 hartree. As for the expectation value of S²: 2.007.

Geometry as XYZ:
```
83
C30H45AuNO3P2S ωB97M-V/def2-TZVPD
Au 2.9074 0.5068 1.1728
C 0.9796 -1.0443 3.9460
C 2.2592 -0.5111 3.8915
C 0.7322 1.0946 3.1314
C 0.0433 -0.0580 3.4726
C 2.1870 0.8499 3.2998
C 0.6001 -2.4063 4.3904
H 1.4890 -2.9859 4.6623
H 0.0577 -2.9556 3.6046
H -0.0583 -2.3569 5.2689
C -1.4137 -0.2504 3.3206
H -1.7014 -1.2626 3.6252
H -1.7316 -0.0846 2.2797
H -1.9666 0.4686 3.9402
C 0.0823 2.3324 2.6617
H -0.6814 2.6808 3.3794
H -0.4357 2.1583 1.7011
H 0.8090 3.1387 2.5150
C 3.0385 1.9346 3.8748
H 2.7220 2.1902 4.8999
H 2.9624 2.8413 3.2680
H 4.0842 1.6177 3.9158
C 3.4815 -1.1663 4.3976
H 3.4256 -1.3587 5.4820
H 4.3625 -0.5454 4.2118
H 3.6459 -2.1349 3.9032
C -2.6647 -1.7902 -2.8290
C -2.4389 -2.5034 -1.7320
C -1.2923 -3.4511 -1.4659
C -0.0058 -3.1123 -2.2572
C 0.1862 -1.6615 -2.4199
C 0.3581 -1.0497 -3.6727
C -0.7468 -1.0287 -4.4745
C -1.9514 -1.8881 -4.1819
H -1.5847 -4.4819 -1.7641
H -0.0675 -3.5859 -3.2453
H -1.0984 -3.5177 -0.3719
H -1.7060 -2.9489 -4.3799
H -3.5464 -1.1354 -2.8632
H -3.1568 -2.4631 -0.9031
H -2.7196 -1.5921 -4.9214
H -0.9263 1.3935 -2.7268
H 1.3019 -0.5281 -3.9071
H -0.8219 -0.4074 -5.3818
H 0.8848 -3.5456 -1.7693
H -0.4388 -1.0796 -1.7144
P 1.8534 -0.6612 -0.5993
C 3.1246 -1.7961 -1.2447
C 0.7531 -1.5750 0.5269
P 3.1873 1.6060 -0.6236
C 1.7557 0.9011 -1.5682
C 4.6801 1.2891 -1.6059
C 2.8678 3.3837 -0.7299
H 3.3941 -1.6612 -2.3059
H 2.8123 -2.8519 -1.1653
H 3.9598 -1.5708 -0.5678
H 1.3200 -1.4118 1.4558
H 0.6836 -2.6556 0.3486
H -0.2358 -1.0955 0.5760
H 3.2986 3.7710 -1.6603
H 3.3356 3.8516 0.1424
H 1.7907 3.5767 -0.7502
H 0.8148 1.4220 -1.3433
H 1.9046 0.8242 -2.6530
H 5.3468 2.1354 -1.3931
H 4.4619 1.2576 -2.6797
H 5.1407 0.3445 -1.2990
O -3.5459 1.0750 -4.2012
S -3.1480 2.0496 -3.2368
O -2.8032 3.3949 -3.6486
N -1.8529 1.4390 -2.3135
C -2.0208 1.2401 -0.9635
O -1.1063 0.8753 -0.2186
C -3.4282 1.5241 -0.6675
C -4.0497 1.4024 0.5797
C -5.4050 1.7099 0.6432
C -6.1088 2.1301 -0.4950
C -5.4870 2.2572 -1.7440
C -4.1366 1.9464 -1.7933
H -3.4744 1.0449 1.4334
H -5.9426 1.5852 1.5865
H -7.1727 2.3385 -0.4191
H -6.0132 2.5879 -2.6373
```

Atom charges from the Löwdin analysis, given in e for atoms 1 to 4:
1. Au 0.8508
2. C -0.2566
3. C -0.2861
4. C -0.2668

# 5
Molecular formula: C6H18NS
Method: DFT, ωB97M-V/def2-TZVPD

As for the relative energy (zero: lowest compared OMol25 entry of this formula, charge and spin): 0.7 kJ/mol. As for the net charge: +1. The calculation puts the frontier orbital gap at 9.495 eV. The calculation puts the largest force on an atom at 0.95 eV Å⁻¹. The HOMO energy is -0.4638 hartree.

Geometry as XYZ:
```
26
C6H18NS ωB97M-V/def2-TZVPD
C -1.7462 0.2862 0.9981
C -2.8026 0.6565 -0.0306
C -3.1013 2.1596 0.0266
N -1.4315 -1.1932 0.8686
H -0.8018 0.7963 0.8319
H -2.1229 0.4682 2.0011
H -3.7381 0.1484 0.2043
H -2.4518 0.4261 -1.0353
H -3.6596 2.4517 0.9138
H -2.1758 2.7318 -0.0545
H -3.7318 2.4512 -0.8128
H -2.2799 -1.7125 0.6268
H -0.6984 -1.3368 0.1235
H -1.0312 -1.5618 1.7248
C 3.5112 -0.3624 0.9428
C 2.0805 0.0504 0.6077
S 1.4028 -0.9901 -0.7412
C 0.8828 0.2392 -1.9823
H 3.8895 0.3204 1.7042
H 4.1605 -0.2734 0.0741
H 3.5610 -1.3859 1.3086
H 2.0846 1.0861 0.2671
H 1.4387 -0.0499 1.4826
H 0.3159 -0.2834 -2.7537
H 0.1982 0.9292 -1.4987
H 1.7501 0.6625 -2.4756
```

Atom charges from the natural (NBO) analysis, given in e for atoms 1 to 4:
1. C -0.2141
2. C -0.4304
3. C -0.6071
4. N -0.7098

# 6
Molecular formula: C6H5O7P
Method: DFT, ωB97M-V/def2-TZVPD

The structure (SMILES) is O=C=C(O)P(O)c1oc(O)c(O)c1O. As for the relative energy (zero: lowest compared OMol25 entry of this formula, charge and spin): 226.4 kJ/mol. As for the net charge: 0. The calculation puts the frontier orbital gap at 7.804 eV. The calculation puts the largest force on an atom at 3.63 eV Å⁻¹. The HOMO energy is -0.2882 hartree.

Geometry as XYZ:
```
19
C6H5O7P ωB97M-V/def2-TZVPD
O -2.5701 -1.3252 -1.9291
C -2.6456 -0.4140 -1.1928
C -2.4258 0.5048 -0.3203
O -2.8995 1.8267 -0.2225
P -1.6446 -0.0262 1.3102
O -1.7333 -1.6384 1.3003
C 0.0770 0.1153 0.7283
O 0.7238 1.3194 0.7781
C 1.9048 1.0769 0.3270
O 2.8078 2.0727 0.3481
C 2.0841 -0.2250 -0.0846
O 3.2665 -0.6094 -0.6424
C 0.7847 -0.8500 0.0713
O 0.4556 -2.1385 -0.1111
H -3.6523 2.0206 0.3824
H -1.8239 -2.1595 0.5209
H 2.7992 2.7713 1.0012
H 3.5681 -0.0241 -1.3271
H 0.9234 -2.2973 -0.9379
```

Atom charges from the natural (NBO) analysis, given in e for atoms 1 to 4:
1. O -0.4651
2. C 0.6241
3. C -0.3165
4. O -0.7012